(1)
This record from OMol25 describes a 2-piece molecular cluster, C4H12NO3 overall. The level of theory is the ωB97M-V functional and the def2-TZVPD basis.

```
20
Properties=species:S:1:pos:R:3:forces:R:3
C 0.22468 1.40328 0.60101 -0.919 0.387 1.196
N 0.67604 0.46739 -0.40943 -1.304 -1.981 -0.723
C -0.03350 -0.95846 -0.29791 0.605 3.036 1.072
C 0.09940 -1.41734 1.14681 0.232 -1.417 0.785
O -1.01514 -1.24152 2.01508 -0.116 0.013 0.734
C -1.60685 -0.92218 -0.66019 1.274 -1.077 1.216
O -2.23442 0.19594 -0.29051 0.032 -0.022 -0.094
H 0.93140 2.21491 0.81541 0.128 0.004 -0.461
H -0.79589 1.77591 0.46831 0.213 0.226 -0.609
H 0.07319 0.93055 1.58513 0.542 -0.294 -0.329
H 0.26041 0.67653 -1.32471 0.188 0.884 0.473
H 0.63598 -1.47275 -0.97922 -0.320 -0.926 -0.001
H 0.23469 -2.50742 1.15537 -0.039 -0.139 -0.352
H 0.97967 -1.09739 1.73968 -0.072 0.530 -0.805
H -1.70929 -0.65269 1.69388 0.190 0.355 -0.936
H -1.69216 -1.30336 -1.68862 -0.179 0.379 -0.686
H -1.88283 -1.82243 -0.03707 -0.454 -0.042 -0.508
H 2.26739 1.14146 -1.56096 -0.459 0.596 0.290
H 2.13949 2.71025 -1.79623 -0.093 -0.566 0.271
O 2.44777 1.87932 -2.17586 0.552 0.055 -0.532
```
Positions in Å, forces in eV/Å.

Calculated values
Net charge = -1
DFT total energy = -11973.9955 eV

Partial charges, Löwdin, in e:
1. C -0.180
2. N -0.109
3. C -0.237
4. C -0.280
5. O -0.125
6. C -0.480
7. O -0.312
8. H 0.058
9. H 0.063
10. H 0.064
11. H 0.090
12. H 0.109
13. H 0.100
14. H 0.108
15. H 0.060
16. H 0.071
17. H 0.083
18. H 0.002
19. H 0.020
20. O -0.106


(2)
This record from OMol25 describes a 2-piece molecular cluster, C4H12NO3 overall. The level of theory is the ωB97M-V functional and the def2-TZVPD basis.

```
20
Properties=species:S:1:pos:R:3:forces:R:3
C 0.61044 -1.62824 -0.98476 -2.948 1.714 -1.773
O -0.87969 -1.71024 -0.96604 1.447 0.017 -0.698
C 0.88343 -0.32016 -0.24527 4.412 -2.443 3.481
C 0.58622 0.99521 -0.80096 -1.487 2.530 -1.687
C 1.02608 2.35190 0.03091 -1.215 -6.269 3.536
O 1.17759 2.29521 1.25388 -0.107 0.401 -2.588
N 0.17501 -0.29879 1.13506 5.229 -4.504 1.662
H 0.96512 -1.58105 -2.10615 -0.267 -0.185 2.432
H 0.89152 -2.49049 -0.42314 1.073 -0.481 0.122
H -1.06818 -2.19424 -1.77385 -0.673 -0.139 0.046
H 2.06048 -0.57145 0.10751 -2.701 1.619 -1.116
H -0.57589 1.01399 -1.02829 2.093 0.321 0.629
H 1.01976 1.07515 -1.80734 0.042 0.106 0.205
H 1.04530 3.17208 -0.54754 0.389 3.421 -1.889
H 0.43228 0.57546 1.58866 -0.572 0.602 0.204
H -0.73404 -0.60381 1.03670 -3.420 0.364 -0.138
H 0.58233 -1.14869 1.83616 -1.006 2.919 -2.386
H -2.71734 0.94096 1.72736 -0.031 -0.101 0.150
H -2.97558 0.03314 0.64507 -6.621 -1.051 -9.335
O -2.50485 0.09406 1.32205 6.363 1.157 9.144
```
Positions in Å, forces in eV/Å.

Calculated values
Net charge = +1
DFT total energy = -11966.0493 eV

Partial charges, Löwdin, in e:
1. C -0.140
2. O -0.088
3. C -0.324
4. C -0.100
5. C -0.082
6. O 0.044
7. N 0.197
8. H 0.179
9. H 0.111
10. H 0.090
11. H 0.219
12. H 0.173
13. H 0.125
14. H 0.086
15. H 0.108
16. H 0.043
17. H 0.269
18. H 0.092
19. H -0.073
20. O 0.071


Record order is preserved below.
Energy above the lowest of the compared OMol25 structures with the same formula, charge and spin: 188.8, 342.2 kJ/mol
Record order is preserved below.
HOMO energy: -3.07, -14.53 eV